Below is C14H18N4OS in the gas phase, with properties calculated with the ωB97M-V functional and the def2-TZVPD basis.

Geometry (Å):
C: 2.78 2.23 -0.04
C: 1.30 2.03 -0.08
C: 0.71 1.38 -1.16
C: -0.66 1.16 -1.21
C: -1.49 1.62 -0.19
C: -0.90 2.26 0.89
C: 0.47 2.46 0.95
H: 0.90 2.97 1.80
H: -1.52 2.62 1.70
C: -2.97 1.39 -0.24
H: -3.38 1.81 -1.16
H: -3.46 1.86 0.61
H: -3.19 0.32 -0.24
C: -1.23 0.39 -2.35
O: -1.97 0.83 -3.18
C: -0.80 -1.08 -2.36
H: -1.41 -1.65 -3.06
H: 0.26 -1.18 -2.58
S: -1.06 -1.80 -0.70
C: 0.51 -1.51 -0.03
N: 1.60 -1.36 -0.76
N: 2.60 -1.18 0.09
N: 2.19 -1.21 1.29
N: 0.87 -1.41 1.28
C: 0.15 -1.50 2.54
C: -1.35 -1.33 2.36
H: -1.78 -2.13 1.77
H: -1.82 -1.33 3.34
H: -1.56 -0.37 1.88
C: 0.72 -0.44 3.48
H: 0.26 -0.53 4.45
H: 0.52 0.55 3.08
H: 1.80 -0.56 3.57
H: 0.36 -2.50 2.95
H: 1.34 1.03 -1.97
H: 3.28 1.26 -0.03
H: 3.12 2.77 -0.92
H: 3.07 2.78 0.85

Values from the calculation:
orbital gap	9.388	eV
F_max	1.594	eV/A
charge	0
multiplicity	1
energy	-1236.7048	hartree
ΔE to the lowest compared entry with this formula, charge and spin	46.7	kcal per mole
HOMO	-8.9	eV
E_LUMO	0.518	eV
structure (SMILES)	Cc1ccc(C)c(C(=O)CSc2nnnn2C(C)C)c1

***

Below is 4 unconnected molecules or ions with the total composition C17H37N4O7S, with properties calculated with the ωB97M-V functional and the def2-TZVPD basis.

Geometry (Å):
C: 3.91 -1.07 -1.31
S: 2.91 0.41 -1.74
O: 2.56 0.37 -3.18
O: 3.64 1.61 -1.33
C: 1.31 0.21 -0.86
C: 1.57 0.05 0.73
C: 0.26 0.78 1.25
N: -0.26 1.76 0.19
C: 0.38 1.44 -1.12
C: -0.60 1.36 -2.36
C: -1.69 0.29 -2.00
O: -2.18 -0.46 -3.14
C: -2.74 -1.64 -2.58
O: -2.15 -2.68 -2.71
H: 4.85 -1.01 -1.92
H: 3.34 -1.98 -1.60
H: 4.10 -1.08 -0.22
H: 0.90 -0.79 -1.16
H: 2.50 0.57 1.07
H: 1.46 -1.01 1.04
H: 0.40 1.38 2.18
H: -0.59 0.05 1.33
H: -0.13 2.74 0.47
H: -1.28 1.66 0.28
H: 1.04 2.30 -1.39
H: -0.05 1.18 -3.31
H: -1.08 2.36 -2.42
H: -1.24 -0.47 -1.29
H: -2.55 0.76 -1.46
H: -3.69 -1.50 -2.00
C: -0.81 -3.09 2.13
O: -0.70 -1.89 1.92
N: -1.54 -3.93 1.38
C: -1.63 -5.35 1.67
C: -2.26 -3.39 0.24
H: -0.30 -3.59 2.97
H: -1.26 -5.92 0.82
H: -2.68 -5.62 1.85
H: -1.04 -5.61 2.55
H: -1.54 -2.93 -0.44
H: -2.96 -2.62 0.59
H: -2.80 -4.17 -0.27
C: -2.09 -2.53 5.62
O: -2.81 -3.26 6.27
N: -1.38 -1.49 6.11
C: -0.54 -0.66 5.27
C: -1.46 -1.19 7.53
H: -1.97 -2.66 4.53
H: 0.49 -0.71 5.62
H: -0.89 0.38 5.32
H: -0.58 -1.00 4.23
H: -1.12 -2.06 8.10
H: -2.49 -0.98 7.80
H: -0.83 -0.34 7.78
C: 1.39 4.44 -3.49
O: 0.43 3.79 -3.11
N: 1.67 4.73 -4.77
C: 2.84 5.50 -5.15
C: 0.78 4.24 -5.81
H: 2.13 4.85 -2.78
H: 2.52 6.40 -5.68
H: 3.47 4.90 -5.81
H: 3.41 5.79 -4.27
H: -0.22 4.65 -5.64
H: 0.73 3.15 -5.76
H: 1.14 4.55 -6.79

Values from the calculation:
orbital gap	8.374	eV
F_max	2.945	eV/A
charge	+1
multiplicity	1
energy	-1813.5583	hartree
ΔE to the lowest compared entry with this formula, charge and spin	0.0	kcal per mole
HOMO	-11.2	eV
E_LUMO	-2.852	eV

***

Below is 2 unconnected molecules or ions with the total composition C4H14N3, with properties calculated with the ωB97M-V functional and the def2-TZVPD basis.

Geometry (Å):
C: -1.64 1.96 -0.20
C: 2.44 -0.46 -0.35
C: 0.27 -2.38 -0.02
C: -1.30 -0.49 -0.20
N: 1.66 0.67 0.16
N: -0.62 -1.49 0.45
N: -1.03 0.83 0.43
H: -2.67 1.69 -0.34
H: -1.49 2.85 0.43
H: -1.24 2.11 -1.15
H: 2.35 -0.42 -1.47
H: 3.57 -0.68 -0.07
H: 0.52 -2.37 -1.09
H: 0.63 -2.99 0.80
H: -2.36 -0.64 -0.22
H: -0.92 -0.25 -1.23
H: 1.72 1.71 -0.08
H: 1.88 0.76 1.15
H: -0.92 -1.75 1.34
H: -1.44 0.65 1.34
H: 0.60 0.67 0.35

Values from the calculation:
orbital gap (spin up / spin down)	6.338 / 8.518	eV
F_max	4.292	eV/A
charge	+1
multiplicity	1
energy	-324.6529	hartree
ΔE to the lowest compared entry with this formula, charge and spin	133.0	kcal per mole
HOMO (spin up / spin down)	-10.6 / -11.8	eV
E_LUMO (spin up / spin down)	-4.220 / -3.323	eV

***

Below is C25H33FN4O in the gas phase, with properties calculated with the ωB97M-V functional and the def2-TZVPD basis.

Geometry (Å):
O: -3.77 -0.75 -1.68
C: -4.16 -0.13 -0.71
N: -5.23 -0.55 -0.01
C: -5.90 0.10 1.10
C: -6.96 -0.91 1.54
H: -7.81 -0.44 2.01
C: -7.31 -1.63 0.24
C: -5.95 -1.74 -0.44
H: -6.00 -1.76 -1.53
H: -5.41 -2.64 -0.12
H: -7.77 -2.60 0.40
H: -7.98 -1.01 -0.36
H: -6.52 -1.62 2.25
H: -5.21 0.34 1.91
H: -6.38 1.03 0.76
C: -3.48 1.14 -0.19
C: -2.74 1.89 -1.31
C: -1.45 1.17 -1.74
N: -0.55 0.88 -0.64
C: -1.25 0.08 0.34
C: -2.49 0.78 0.93
H: -2.19 1.70 1.44
H: -2.96 0.12 1.66
H: -0.57 -0.21 1.14
H: -1.58 -0.83 -0.17
C: 0.23 2.03 -0.18
C: 0.83 1.85 1.21
C: 1.74 3.04 1.56
N: 2.80 3.29 0.61
C: 2.28 3.40 -0.73
C: 1.39 2.24 -1.17
H: 1.96 1.31 -1.22
H: 1.01 2.45 -2.17
H: 3.12 3.52 -1.43
H: 1.69 4.33 -0.77
C: 4.03 2.54 0.77
C: 4.03 1.11 0.30
N: 3.53 0.21 1.11
C: 3.46 -1.08 0.71
C: 2.90 -2.02 1.60
C: 2.81 -3.34 1.24
C: 3.28 -3.74 -0.02
C: 3.84 -2.87 -0.91
C: 3.94 -1.51 -0.56
C: 4.49 -0.52 -1.40
C: 4.53 0.77 -0.98
H: 4.95 1.55 -1.61
H: 4.87 -0.81 -2.37
H: 4.19 -3.21 -1.87
F: 3.19 -5.05 -0.34
H: 2.38 -4.08 1.89
H: 2.54 -1.68 2.55
H: 4.81 3.09 0.23
H: 4.27 2.55 1.84
H: 2.18 2.88 2.54
H: 1.13 3.95 1.59
H: 1.42 0.93 1.24
H: 0.05 1.79 1.97
H: -0.39 2.95 -0.17
H: -0.94 1.77 -2.48
H: -1.73 0.22 -2.19
H: -3.39 1.99 -2.17
H: -2.50 2.89 -0.95
H: -4.26 1.80 0.21

Values from the calculation:
orbital gap	7.975	eV
F_max	0.641	eV/A
charge	0
multiplicity	1
energy	-1366.5922	hartree
ΔE to the lowest compared entry with this formula, charge and spin	7.3	kcal per mole
HOMO	-7.8	eV
E_LUMO	0.193	eV
structure (SMILES)	O=C(C1CCN(C2CCN(Cc3ccc4cc(F)ccc4n3)CC2)CC1)N1CCCC1

***

Below is C3H2ClFO2 in the gas phase, with properties calculated with the ωB97M-V functional and the def2-TZVPD basis.

Geometry (Å):
C: 0.92 -0.16 -1.38
C: 0.04 -0.35 -0.48
C: -0.86 0.33 1.67
H: -0.78 -1.09 -0.62
H: -0.60 0.96 2.55
O: 0.09 0.45 0.71
O: -1.84 -0.35 1.53
F: 0.84 -0.76 -2.57
Cl: 2.18 0.98 -1.40

Values from the calculation:
orbital gap	10.707	eV
F_max	5.250	eV/A
charge	0
multiplicity	1
energy	-826.0123	hartree
ΔE to the lowest compared entry with this formula, charge and spin	17.5	kcal per mole
HOMO	-10.0	eV
E_LUMO	0.731	eV
structure (SMILES)	O=CO/C=C(/F)Cl

***

Below is a molecular structure, C26H34IN2O2PtSSe, with properties calculated with the ωB97M-V functional and the def2-TZVPD basis.

Geometry (Å):
Pt: -0.45 -0.31 0.60
I: -2.40 -0.25 2.82
C: -2.42 -2.37 2.43
C: -3.49 -3.06 2.91
C: -3.54 -4.45 2.78
C: -2.48 -5.12 2.24
C: -1.36 -4.42 1.74
C: -0.25 -5.11 1.21
C: 0.81 -4.42 0.69
C: 0.78 -3.03 0.62
C: -0.27 -2.29 1.13
C: -1.34 -2.99 1.75
H: -4.30 -2.54 3.40
H: -4.41 -4.98 3.12
H: -2.48 -6.19 2.17
H: -0.26 -6.19 1.23
H: 1.68 -4.96 0.32
H: 1.63 -2.51 0.17
C: 4.44 -2.07 -1.22
C: 4.67 -0.70 -1.87
C: 3.53 -0.37 -2.82
S: 2.06 0.18 -1.80
O: 2.45 1.51 -1.34
C: 0.98 0.52 -3.26
C: 0.65 -0.69 -4.11
C: 0.37 -1.92 -3.27
H: 5.12 -2.22 -0.39
H: 4.59 -2.87 -1.95
H: 3.43 -2.12 -0.84
H: 5.62 -0.70 -2.41
H: 4.70 0.08 -1.10
H: 3.25 -1.23 -3.42
H: 3.78 0.47 -3.47
H: 1.46 1.32 -3.82
H: 0.07 0.92 -2.80
H: 1.47 -0.89 -4.82
H: -0.23 -0.46 -4.71
H: 1.26 -2.24 -2.73
H: 0.03 -2.74 -3.89
H: -0.40 -1.68 -2.54
Se: -1.98 -0.01 -1.14
C: -0.17 -2.53 5.22
C: 0.08 -1.08 5.64
N: 1.46 -0.81 5.96
C: 2.00 -1.40 7.17
C: 2.87 -2.62 6.89
C: 2.26 0.04 5.27
O: 3.38 0.33 5.67
C: 1.72 0.61 4.00
C: 1.44 1.98 3.90
C: 1.10 2.49 2.66
C: 1.05 1.65 1.56
N: 1.28 0.31 1.65
C: 1.62 -0.17 2.86
H: -1.22 -2.63 4.95
H: 0.05 -3.22 6.03
H: 0.44 -2.79 4.36
H: -0.53 -0.85 6.52
H: -0.22 -0.42 4.84
H: 1.17 -1.67 7.83
H: 2.62 -0.64 7.66
H: 2.29 -3.40 6.39
H: 3.27 -3.01 7.82
H: 3.70 -2.34 6.24
H: 1.53 2.61 4.78
H: 0.90 3.55 2.54
H: 0.94 2.06 0.56
H: 1.83 -1.23 2.90

Values from the calculation:
orbital gap (spin up / spin down)	5.307 / 5.305	eV
F_max	2.329	eV/A
charge	-1
multiplicity	1
energy	-4487.7768	hartree
ΔE to the lowest compared entry with this formula, charge and spin	26.0	kcal per mole
HOMO (spin up / spin down)	-3.0 / -3.0	eV
E_LUMO (spin up / spin down)	2.343 / 2.342	eV